Record 1
DFT (ωB97M-V with the def2-TZVPD basis set) results for a 6-piece molecular cluster, C28H52BrN4O7 overall at a distorted geometry.

XYZ file:
```
92
Properties=species:S:1:pos:R:3:mulliken_charge:R:1
C -1.115 -2.277 2.285 -0.67
C -1.283 -1.713 0.923 0.96
C -2.376 -0.708 0.720 -1.46
N -0.516 -2.143 -0.032 -1.30
N -0.142 -1.116 -0.916 1.59
N 0.398 -0.067 -0.346 -0.84
C 0.757 0.926 -1.152 0.12
C 1.331 2.159 -0.490 -0.59
O 0.458 3.241 -0.758 -0.15
O 0.985 3.907 -1.909 -0.34
C 0.602 0.823 -2.525 -0.31
C 0.062 -0.301 -3.121 0.61
N -0.079 -0.407 -4.484 -0.49
C -0.339 -1.315 -2.220 0.05
Br -1.128 -2.880 -2.835 -0.08
H -1.901 -1.928 2.946 0.32
H -1.075 -3.366 2.260 0.02
H -0.169 -1.906 2.684 0.29
H -2.496 -0.489 -0.339 0.37
H -3.284 -1.064 1.195 0.49
H -2.062 0.227 1.193 0.34
H 2.346 2.367 -0.819 0.40
H 1.298 2.019 0.588 0.27
H 0.220 4.058 -2.483 0.25
H 0.943 1.651 -3.136 0.57
H -0.710 -1.154 -4.748 0.25
H -0.441 0.460 -4.869 0.27
C -2.249 -3.158 7.448 -0.61
C -1.760 -4.374 6.664 -0.63
C -2.375 -4.132 5.294 0.28
O -2.455 -2.706 5.133 -0.33
C -2.199 -2.066 6.390 -0.49
H -1.644 -2.926 8.322 0.36
H -3.278 -3.317 7.777 0.25
H -0.669 -4.357 6.596 0.32
H -2.059 -5.326 7.098 0.36
H -3.387 -4.540 5.233 0.11
H -1.788 -4.555 4.485 -0.19
H -1.206 -1.604 6.345 0.28
H -2.939 -1.282 6.554 0.29
C -1.130 6.634 -1.251 -0.35
C -1.688 7.761 -0.386 -0.62
C -3.189 7.549 -0.535 -0.48
O -3.382 6.143 -0.723 -0.44
C -2.129 5.516 -0.979 -0.21
H -0.106 6.356 -1.005 0.31
H -1.163 6.922 -2.305 0.25
H -1.388 7.615 0.653 0.28
H -1.368 8.753 -0.696 0.35
H -3.579 8.072 -1.414 0.27
H -3.752 7.876 0.339 0.29
H -1.845 4.939 -0.092 0.17
H -2.236 4.826 -1.822 0.20
C 5.349 -0.753 -0.951 -0.62
C 6.474 -0.308 -0.020 -0.56
C 5.838 0.878 0.692 -0.44
O 4.432 0.601 0.762 -0.39
C 4.123 -0.504 -0.086 0.19
H 5.431 -1.787 -1.282 0.38
H 5.324 -0.113 -1.836 0.26
H 6.700 -1.100 0.696 0.26
H 7.395 -0.046 -0.538 0.35
H 5.980 1.805 0.127 0.27
H 6.226 1.025 1.700 0.27
H 3.906 -1.370 0.550 0.27
H 3.230 -0.264 -0.668 -0.26
C 3.395 3.665 -6.223 -0.61
C 2.806 4.792 -5.380 -0.43
C 1.313 4.571 -5.565 -0.17
O 1.126 3.159 -5.752 -0.42
C 2.401 2.542 -5.976 -0.24
H 4.413 3.397 -5.949 0.35
H 3.388 3.945 -7.278 0.26
H 3.079 4.655 -4.330 0.16
H 3.128 5.785 -5.687 0.40
H 0.941 5.085 -6.456 0.34
H 0.726 4.903 -4.706 -0.03
H 2.667 1.971 -5.077 0.10
H 2.328 1.850 -6.815 0.33
C -2.219 -7.844 1.595 -0.60
C -3.553 -7.265 1.135 -0.50
C -4.039 -6.567 2.397 -0.49
O -2.868 -6.136 3.101 -0.25
C -1.711 -6.751 2.524 -0.36
H -1.529 -8.062 0.782 0.34
H -2.386 -8.766 2.156 0.26
H -3.388 -6.535 0.339 0.22
H -4.254 -8.013 0.769 0.35
H -4.595 -7.254 3.043 0.28
H -4.671 -5.703 2.187 0.27
H -1.155 -5.986 1.967 0.19
H -1.071 -7.133 3.320 0.30
```

The net charge is +1. The calculated total energy comes out at -120201.8702 eV.



Record 2
DFT (ωB97M-V with the def2-TZVPD basis set) results for C45H62AsN7O2P3S4Ti as an isolated structure at a distorted geometry.

XYZ file:
```
125
Properties=species:S:1:pos:R:3:mulliken_spin:R:1
Ti -0.095 0.169 0.171 0.04
C -3.395 -0.646 -2.322 0.00
P -2.731 0.561 -1.128 0.00
C -4.154 0.677 0.026 0.00
C -2.993 2.127 -2.089 0.01
C -4.232 2.486 -2.626 0.00
C -4.395 3.663 -3.334 0.00
C -3.307 4.507 -3.530 0.00
C -2.072 4.161 -3.012 0.00
C -1.901 2.978 -2.287 0.01
P -0.270 2.501 -1.574 0.02
C 0.306 4.117 -0.917 0.00
C 0.751 2.422 -3.094 -0.01
H -4.417 -0.406 -2.625 0.00
H -3.362 -1.635 -1.862 0.00
H -2.740 -0.696 -3.191 0.00
H -5.123 0.677 -0.479 0.00
H -4.045 1.581 0.621 0.00
H -4.087 -0.186 0.691 0.00
H -5.082 1.828 -2.486 0.00
H -5.366 3.923 -3.740 0.00
H -3.424 5.429 -4.087 0.00
H -1.227 4.820 -3.174 0.00
H 0.440 4.865 -1.701 0.00
H 1.257 3.932 -0.419 0.00
H -0.405 4.490 -0.178 0.00
H 0.627 3.316 -3.710 0.00
H 0.478 1.532 -3.660 0.00
H 1.794 2.319 -2.791 0.00
S 1.504 -3.802 -1.138 0.00
As -0.314 -2.767 -1.436 0.00
S -1.270 -1.990 0.428 0.00
S 0.106 -0.697 -2.187 0.00
S -1.716 -3.759 -2.669 0.00
C 2.582 3.118 2.105 -0.04
C 2.195 1.785 1.518 0.31
O 1.117 1.770 0.778 0.22
C 3.010 0.658 1.742 -0.10
C 4.232 0.712 2.463 0.28
C 5.035 -0.405 2.606 -0.13
C 4.654 -1.623 2.044 0.22
C 3.444 -1.719 1.355 -0.10
C 2.625 -0.610 1.211 0.15
O 1.445 -0.750 0.612 0.03
H 1.927 3.892 1.706 0.01
H 3.619 3.386 1.870 0.00
H 2.488 3.124 3.199 0.01
H 4.549 1.649 2.906 0.04
H 5.967 -0.327 3.157 0.00
H 5.287 -2.496 2.149 0.02
H 3.095 -2.646 0.914 -0.01
N -1.280 0.808 1.599 -0.01
P -1.440 1.057 3.099 0.01
N -0.376 0.277 4.128 -0.01
C 0.459 -0.843 3.683 0.01
C 1.731 -0.886 4.513 -0.03
C 1.405 -1.208 5.981 0.00
C -0.017 -0.746 6.331 0.00
C -0.390 0.519 5.567 0.00
N -2.934 0.605 3.804 0.00
C -4.117 1.370 3.381 0.00
C -5.381 0.515 3.414 0.00
C -5.422 -0.271 4.719 0.00
C -4.229 -1.243 4.790 0.00
C -3.136 -0.846 3.799 0.00
N -1.417 2.697 3.475 0.00
C -1.189 3.641 2.377 -0.01
C -0.586 4.928 2.921 -0.01
C -1.552 5.632 3.888 0.00
C -2.437 4.605 4.609 0.00
C -1.695 3.284 4.778 0.00
H 0.684 -0.719 2.633 0.01
H -0.072 -1.803 3.765 0.00
H 2.219 0.089 4.432 0.00
H 2.426 -1.611 4.088 0.02
H 2.128 -0.719 6.640 0.00
H 1.491 -2.282 6.163 0.00
H -0.120 -0.568 7.405 0.00
H -0.739 -1.525 6.069 0.00
H 0.312 1.324 5.836 0.00
H -1.388 0.840 5.870 0.00
H -3.979 1.806 2.388 0.00
H -4.270 2.206 4.074 0.00
H -5.405 -0.167 2.561 0.00
H -6.250 1.171 3.321 0.00
H -6.368 -0.808 4.825 0.00
H -5.369 0.442 5.549 0.00
H -4.549 -2.262 4.559 0.00
H -3.819 -1.257 5.803 0.00
H -3.371 -1.214 2.793 0.00
H -2.195 -1.324 4.069 0.00
H -2.132 3.873 1.854 0.00
H -0.531 3.169 1.649 0.01
H -0.317 5.589 2.093 0.00
H 0.344 4.676 3.437 0.01
H -2.181 6.343 3.345 0.00
H -0.983 6.213 4.620 0.00
H -3.341 4.414 4.024 0.00
H -2.758 4.984 5.583 0.00
H -2.287 2.586 5.369 0.00
H -0.769 3.467 5.345 0.00
N 6.513 -1.873 -4.455 0.00
C 7.637 -1.990 -5.236 0.00
C 8.142 -3.020 -6.019 0.00
C 9.331 -2.775 -6.683 0.00
C 9.992 -1.544 -6.567 0.00
C 9.482 -0.523 -5.785 0.00
C 8.285 -0.748 -5.109 0.00
N 7.565 0.083 -4.276 0.00
C 6.521 -0.615 -3.907 0.00
C 5.449 -0.155 -3.018 0.00
C 4.425 -0.999 -2.613 0.00
C 3.422 -0.505 -1.792 0.00
N 3.395 0.756 -1.369 0.00
C 4.396 1.555 -1.733 0.01
C 5.437 1.159 -2.556 -0.01
H 5.795 -2.562 -4.318 0.00
H 7.632 -3.970 -6.109 0.00
H 9.761 -3.550 -7.305 0.00
H 10.921 -1.393 -7.102 0.00
H 9.989 0.429 -5.691 0.00
H 4.372 -2.041 -2.904 0.00
H 2.609 -1.147 -1.465 0.00
H 4.360 2.568 -1.343 0.00
H 6.228 1.839 -2.840 0.00
```

The net charge is -2. The spin multiplicity is 2. As for the relative energy (zero: lowest compared OMol25 entry of this formula, charge and spin): 93.3 kJ/mol. The calculated total energy comes out at -217367.4742 eV.



Record 3
DFT (ωB97M-V with the def2-TZVPD basis set) results for C5H10O as an isolated structure at a distorted geometry.

XYZ file:
```
16
Properties=species:S:1:pos:R:3:mulliken_charge:R:1
C -0.724 -1.594 -0.341 -1.30
C 0.505 -0.695 -0.183 0.15
C 0.507 0.523 -1.103 -0.67
C 0.180 1.612 -0.088 -0.45
O -0.848 1.120 0.760 -0.40
C -0.015 0.212 1.447 -0.58
H -0.938 -1.986 -1.350 0.36
H -0.630 -2.459 0.322 0.33
H -1.593 -1.001 -0.044 0.36
H 1.436 -1.284 -0.275 0.36
H 1.482 0.746 -1.563 0.30
H -0.247 0.491 -1.899 0.31
H -0.107 2.579 -0.520 0.37
H 1.049 1.466 0.614 0.33
H 0.439 0.867 2.263 0.24
H -0.498 -0.596 1.961 0.29
```

The net charge is 0. As for the relative energy (zero: lowest compared OMol25 entry of this formula, charge and spin): 297.1 kJ/mol. The calculated total energy comes out at -7391.6862 eV.



Record 4
DFT (ωB97M-V with the def2-TZVPD basis set) results for C4H2O6Tm as an isolated structure at a distorted geometry.

XYZ file:
```
13
Properties=species:S:1:pos:R:3:mulliken_spin:R:1
O 2.659 1.209 0.367 0.05
C 1.889 0.466 -0.273 -0.01
O 2.297 -0.510 -0.942 0.03
O 0.565 0.765 -0.207 0.00
Tm 4.698 0.023 -0.345 1.92
H 0.116 -1.253 -0.107 0.00
O -3.626 -0.317 -0.991 0.00
O -2.360 0.172 0.901 0.00
O -1.360 -0.169 -1.091 0.00
C -0.342 -0.250 -0.079 0.00
C -1.173 -0.054 1.170 0.00
C -2.561 -0.057 -0.605 0.00
H -0.803 -0.025 2.201 0.00
```

The net charge is +3. The spin multiplicity is 3. As for the relative energy (zero: lowest compared OMol25 entry of this formula, charge and spin): 0.0 kJ/mol. The calculated total energy comes out at -45958.7100 eV.